Version A
Below is a cluster of 2 separate species, C2H4INO in total, with properties calculated with wB97M-V/def2-TZVPD.

Geometry as XYZ:
```
9
Properties=species:S:1:pos:R:3:nbo_charge:R:1
C 1.0672 0.4687 0.0072 0.15
C 0.2753 -0.3004 0.9683 -0.11
N 0.5038 1.5143 -0.3665 -0.58
O -0.6541 -1.7906 -0.6700 -0.81
I 3.0626 -0.4158 -0.4307 0.04
H -0.7781 0.1106 1.0617 0.25
H 0.7683 -0.6467 1.9048 0.22
H 0.8801 2.3382 -0.8060 0.39
H -0.3929 -2.6910 -0.3833 0.44
```

Summary:
Lowest unoccupied orbital energy (alpha / beta), eV: -2.0 / -2.0
Orbital gap (alpha / beta), Ha: 0.288 / 0.288

---

Version B
Below is an isolated molecule of C2H4INO, with properties calculated with wB97M-V/def2-TZVPD.

Geometry as XYZ:
```
9
Properties=species:S:1:pos:R:3:nbo_charge:R:1
C 0.4466 0.4877 -0.1143 0.27
C -0.4227 -0.7501 -0.3158 -0.15
N 0.4662 1.4470 -0.8491 -0.62
O -1.5077 -0.6147 0.6160 -0.70
I 1.8064 0.0660 1.5797 -0.07
H 0.0843 -1.6347 -0.0365 0.20
H -0.9222 -0.7609 -1.3083 0.21
H 1.1882 2.1532 -0.9956 0.40
H -1.1392 -0.3934 1.4238 0.46
```

Summary:
SMILES string: [H]/N=C(\I)CO
Lowest unoccupied orbital energy, eV: 0.3
Orbital gap, Ha: 0.367

---

Version C
Below is a cluster of 2 separate species, C2H4INO in total, with properties calculated with wB97M-V/def2-TZVPD.

Geometry as XYZ:
```
9
Properties=species:S:1:pos:R:3:nbo_charge:R:1
C 0.1182 0.0673 -0.8580 0.81
C -0.1890 0.0350 1.4601 -0.25
N 1.1011 -0.5645 -1.1621 -0.66
O -0.4703 0.5829 0.1499 -0.47
I -1.6096 1.2322 -2.9664 -0.45
H 0.9487 -0.2062 1.6521 0.20
H -0.6905 -0.8836 1.5629 0.20
H -0.4254 0.7032 2.1964 0.21
H 1.2168 -0.9663 -2.0348 0.42
```

Summary:
Lowest unoccupied orbital energy (alpha / beta), eV: -1.4 / -1.4
Orbital gap (alpha / beta), Ha: 0.264 / 0.265

---

Which of the structures shown above is the most stable? The most stable is version B.